No. 1
{"formula": "C31H55ClO3P2PbSi2", "method": "ωB97M-V/def2-TZVPD", "symbols": ["H", "C", "H", "H", "C", "H", "C", "H", "C", "H", "H", "C", "C", "H", "C", "Cl", "C", "H", "Pb", "H", "O", "C", "C", "C", "H", "C", "H", "H", "C", "H", "C", "H", "H", "H", "H", "C", "H", "O", "H", "H", "H", "H", "C", "H", "Si", "H", "H", "H", "C", "C", "H", "O", "H", "C", "Si", "H", "C", "H", "C", "H", "H", "H", "H", "H", "H", "H", "C", "H", "H", "H", "C", "H", "P", "C", "H", "C", "H", "H", "C", "H", "H", "H", "H", "H", "C", "H", "C", "H", "H", "C", "C", "H", "C", "P", "H"], "coordinates": [[-2.79196, -2.12877, -0.72208], [0.47869, 0.44288, -2.69335], [2.05141, -4.10760, -3.53344], [1.13117, -4.35360, 3.08785], [-0.56662, -2.15585, 3.43332], [4.07139, -2.08946, 6.06885], [3.44368, -1.17394, 4.22531], [-1.03045, 3.42360, -2.00603], [-1.54276, -5.32187, -0.05507], [-1.03556, -3.70350, -1.36587], [-0.39813, 5.51568, 3.05412], [-0.78757, 2.80722, 3.01440], [1.47231, 3.70277, -3.25761], [-1.23020, -1.32610, 3.14809], [-3.55252, 0.10614, 0.80904], [-3.87594, 0.24751, 2.52938], [1.49135, -4.27609, -2.60497], [3.49104, -2.08091, 3.62073], [0.05156, 0.07686, 0.71595], [0.42531, -4.21878, -2.84577], [2.80277, -0.99548, 1.48244], [-2.87096, 3.11263, -0.92862], [2.00345, -0.12792, -1.10350], [3.74032, 0.05072, 6.28298], [-3.26631, -3.13785, 0.67155], [3.82025, -1.15128, 5.56427], [-3.30200, 3.30272, 0.06589], [-2.23431, -5.79285, -0.76747], [1.44602, -1.34888, -1.61455], [-1.88430, 5.61193, -0.01672], [-1.47082, 3.72560, -1.04306], [-0.52347, 5.71832, -1.16625], [4.07141, 0.07134, 7.31717], [3.15678, 2.16044, 6.23829], [0.02970, 5.77081, 1.36334], [3.13903, 1.25161, 4.29401], [-2.87281, -0.74523, 0.68972], [2.00434, 1.09126, 1.78658], [-0.07373, -1.65096, -3.21054], [4.23673, -2.54676, -0.26051], [0.25002, 2.52033, 3.25645], [1.25077, -4.74711, 0.35477], [0.05537, -4.55841, 3.01917], [-1.88304, 4.11584, 1.68405], [2.00524, 2.76628, -1.74182], [-1.37642, 1.89748, 2.82377], [-1.93479, -5.51776, 0.95036], [4.24228, -4.14480, -1.02539], [-1.46177, -3.82266, -0.35739], [0.02032, 5.02487, 2.16551], [1.97716, 3.44627, 0.63078], [3.10172, 2.44152, 3.64403], [4.20758, 2.36355, -0.65560], [0.50306, -0.96057, -2.59811], [2.04351, -3.08789, -1.28280], [-0.85267, -2.45114, 4.45405], [1.29052, 3.59895, -0.21375], [2.83537, -0.06933, -0.41023], [3.30772, 1.23885, 5.68418], [-2.89800, 0.94211, 0.53868], [2.07272, 3.39496, -4.12353], [4.38009, -2.69107, -2.02014], [2.71878, 2.24354, 2.73626], [-4.47517, 0.04110, 0.19364], [0.41836, 3.57496, -3.52238], [4.34794, 2.29477, -2.41991], [-0.83393, 3.79910, 1.84044], [-2.84613, 2.02727, -1.10369], [1.24731, 4.68050, -0.40330], [1.05626, 4.74030, 2.39496], [3.13062, 0.02957, 3.58339], [1.70356, -5.30212, -2.27621], [-0.34231, 2.95598, 0.23746], [3.85579, 2.81340, -1.58993], [2.04531, -3.37227, 1.15700], [3.89322, -3.11099, -1.13367], [-1.22347, 3.28587, 3.90444], [-0.08621, -5.45990, 2.41577], [2.65102, 0.02235, 2.19355], [4.19503, 3.85628, -1.60623], [-1.79784, -3.62807, 2.43398], [1.65010, 4.77435, -3.09768], [-2.18259, 5.62528, -1.75873], [-0.12594, 1.02776, -3.38304], [-0.72564, -3.35834, 2.48678], [-0.30462, -4.79550, 4.02840], [-1.50114, 5.25500, -0.98116], [0.47400, -1.78857, 3.46091], [-0.58280, -5.84175, -0.15867], [-2.84358, -3.15885, -0.34321], [1.33186, -3.65056, 0.36918], [-3.53644, -3.71880, -0.98851], [1.41069, 0.99606, -1.77785], [-0.26265, -2.87976, 0.73855], [-3.53374, 3.56306, -1.68094]], "atomic_forces_ev_per_a": [[0.015, -0.353, 0.039], [-0.008, 0.258, 0.097], [-0.110, -0.003, 0.138], [-0.237, 0.009, -0.043], [-0.146, -0.020, -0.017], [0.116, 0.458, -0.157], [0.456, 0.486, 0.110], [-0.149, 0.004, 0.252], [-0.228, -0.138, -0.133], [-0.096, 0.060, 0.241], [0.162, -0.053, -0.071], [-0.051, 0.062, 0.122], [0.023, 0.262, -0.348], [0.154, -0.133, 0.043], [0.981, -0.047, -0.632], [-0.342, 0.039, 0.498], [0.011, -0.288, -0.316], [-0.202, 0.223, 0.231], [1.491, 0.347, -1.036], [0.125, 0.026, 0.029], [-0.579, 0.718, 1.107], [0.044, 0.122, -0.160], [-0.361, 0.144, 0.303], [-0.156, 0.126, -0.232], [0.022, 0.002, -0.201], [-0.379, -0.161, 0.065], [0.015, -0.075, -0.238], [0.101, 0.038, 0.134], [-0.126, 0.023, -0.416], [0.084, -0.056, -0.186], [0.385, -0.139, 0.190], [-0.190, -0.195, 0.100], [-0.328, -0.051, -0.003], [0.335, -0.110, -0.045], [0.037, -0.197, 0.100], [0.338, -0.113, 0.044], [-0.747, -0.139, -0.077], [-0.052, -0.726, 0.050], [0.024, 0.162, 0.109], [-0.142, -0.016, -0.083], [-0.350, 0.060, -0.127], [0.039, 0.135, 0.190], [-0.136, -0.215, 0.296], [0.342, -0.120, 0.102], [-0.175, -1.152, 0.256], [0.127, 0.199, 0.006], [0.061, 0.070, -0.137], [0.050, 0.077, 0.020], [0.379, 0.031, 0.126], [-0.156, 0.241, 0.201], [-0.159, -0.096, -0.192], [-0.769, -0.284, -0.122], [-0.109, 0.012, -0.086], [0.067, -0.152, 0.158], [-0.157, 1.118, 0.170], [0.165, 0.119, -0.210], [0.100, 0.641, 0.176], [-0.200, -0.020, -0.348], [0.491, -0.479, -0.298], [-0.724, 0.114, -0.048], [-0.128, 0.033, 0.144], [-0.105, -0.035, 0.061], [0.215, 0.032, 0.767], [0.746, 0.039, 0.538], [0.141, -0.018, 0.031], [-0.114, 0.033, 0.088], [0.020, -0.033, -0.255], [0.010, 0.401, -0.028], [0.018, -0.091, 0.186], [-0.260, 0.063, -0.067], [-0.070, 0.351, 0.585], [-0.039, 0.110, -0.079], [-0.301, 0.502, -0.005], [0.380, 0.237, -0.048], [-0.137, 0.065, -0.175], [0.411, -0.223, -0.008], [0.168, -0.157, -0.151], [0.077, 0.171, -0.017], [0.184, -0.825, -1.206], [0.059, -0.089, 0.037], [0.326, 0.124, 0.081], [-0.037, -0.109, -0.080], [0.104, 0.012, 0.128], [0.033, -0.156, 0.078], [-0.023, -0.208, -0.166], [0.125, 0.020, -0.073], [-0.244, 0.086, -0.182], [-0.257, -0.133, -0.009], [-0.133, 0.217, 0.057], [0.051, -0.093, -0.103], [0.087, -0.621, 0.255], [0.128, 0.133, 0.193], [-0.240, -0.099, -0.431], [-0.443, -0.479, -0.099], [0.073, -0.112, 0.211]], "mulliken_charge": [0.2024, -1.0101, 0.3526, 0.2112, -1.3531, 0.3773, -0.3530, -0.3185, -1.6101, -0.3537, 0.4993, -1.1418, -1.1295, 0.0869, 2.2134, -0.2233, -1.2186, 0.3967, 1.2903, 0.3465, -0.5159, -1.4085, -1.4234, -0.3941, 0.2790, -0.7593, 0.2828, 0.4668, 1.0175, 0.2925, 1.2635, 0.2747, 0.3795, 0.4191, 0.3158, 0.3906, -1.3804, -0.7660, 0.3950, 0.1822, 0.0811, 0.9103, -1.6282, 0.6173, -0.0408, 0.0554, 0.3079, 0.3437, 1.1405, -1.6117, 0.2077, -0.6628, 0.2758, -0.9892, 0.1601, 0.5662, -0.9402, 1.0229, -0.8488, -1.3253, 0.3649, 0.3426, 0.2988, 0.4649, 0.3449, 0.3442, 0.5632, 0.2228, 0.9054, 0.2400, 0.1730, 0.3581, 0.2120, -1.2294, 0.1713, -1.1412, 0.5833, 0.3138, 0.6234, 0.3397, 0.5010, 0.3655, 0.4740, 0.3975, 0.8494, 0.5155, -1.5341, 0.1476, 0.2826, -1.4084, -0.9744, 0.4785, 0.6232, 0.0878, 0.4806], "total_charge": 0, "orbital_gap_ha": 0.26663, "fmax_ev_per_a": 1.8}

---

No. 2
{"formula": "C31H55ClO3P2RuSi2", "method": "ωB97M-V/def2-TZVPD", "symbols": ["H", "H", "P", "C", "H", "C", "C", "O", "H", "C", "C", "C", "H", "C", "H", "H", "C", "C", "H", "H", "H", "P", "C", "H", "H", "H", "H", "H", "Ru", "H", "H", "C", "C", "C", "H", "C", "H", "C", "O", "H", "H", "C", "H", "H", "H", "H", "H", "C", "C", "Si", "C", "H", "H", "H", "C", "Cl", "C", "H", "H", "Si", "H", "H", "H", "H", "C", "C", "H", "H", "H", "C", "H", "H", "C", "H", "H", "H", "H", "H", "H", "C", "H", "H", "C", "H", "C", "C", "C", "H", "H", "H", "O", "H", "H", "H", "C"], "coordinates": [[4.25002, -1.93916, 5.09078], [1.07899, -5.37309, -2.68253], [-0.85657, -2.46010, 0.11883], [1.11108, 3.70861, -3.54032], [-0.33841, -0.72238, 2.25639], [-1.76098, -5.11587, -0.58408], [-1.18893, -2.72741, 1.94164], [3.04308, -0.77552, 0.40210], [-3.90296, -2.73870, -1.44836], [-0.37553, 0.49731, -2.73075], [-0.39619, -1.69871, 2.74840], [3.49515, -1.10633, 3.25267], [-1.21044, -4.14272, 3.54711], [2.87392, 1.17239, 4.78528], [0.78813, -4.27718, 0.32552], [-2.33392, 5.43056, -2.47596], [-3.06381, 0.01384, -2.02899], [-1.77179, 4.99660, -1.63685], [3.60450, -4.32717, -1.40400], [3.91191, 2.41163, -2.63685], [2.76772, -0.24918, -1.84552], [-1.06153, 2.51809, -0.32465], [0.93979, 0.92634, -2.29248], [3.80239, -3.07379, -2.65907], [1.47847, -2.65990, 0.60838], [-2.25998, -5.67346, -1.38778], [-3.82159, 0.53634, -1.44627], [0.63500, -2.04324, 2.93576], [-0.95087, 0.00334, -0.68970], [-0.70766, -5.41128, -0.59049], [-3.88124, 2.41616, -2.11097], [0.78876, -3.23798, -0.03042], [-1.62342, 3.30589, 1.29254], [-1.44562, 2.40102, 2.50565], [-2.26433, -2.52328, 2.04016], [3.78305, -1.07379, 4.62020], [-0.87729, -1.55345, 3.72914], [-2.00697, -3.61480, -0.81767], [1.34290, 0.61374, 0.93814], [-1.70601, 3.04479, -2.56256], [0.60173, 4.32700, -0.46527], [-0.89788, -4.12193, 2.49084], [-1.45016, 5.06065, 2.51458], [-2.69836, 3.47177, 1.13119], [-1.87275, 1.40714, 2.32873], [1.65772, 3.29733, -4.40094], [-4.09994, 4.14365, -1.80671], [3.47473, 0.06564, 5.37512], [0.61506, 3.22640, -0.50468], [1.49752, -3.12087, -1.78066], [-3.55855, 3.24646, -1.47856], [-1.43379, -4.92580, 1.98290], [1.49064, 1.68349, 1.99170], [3.64171, 1.98554, -0.92466], [0.80604, -4.35616, -2.99497], [-2.55052, -0.07607, 0.72058], [3.35087, -3.29474, -1.68290], [-3.86546, 3.02984, -0.44427], [-1.07788, 1.11992, -3.27099], [1.54065, 2.67625, -2.04708], [-4.06768, -4.21362, -0.49923], [-3.66527, -2.68088, 0.30781], [3.70641, 0.09423, 6.44094], [3.76519, -2.60618, -0.93316], [-0.40707, -0.95808, -2.65390], [2.52786, 1.11407, 3.42638], [0.18041, -4.34771, 2.46770], [-3.22585, -1.06397, -2.03606], [1.27861, -4.15748, -3.96719], [0.91151, -1.39949, -2.23793], [-0.28001, -4.30001, -3.12146], [-1.75413, -3.38415, -1.86769], [1.69936, -0.24135, -2.06529], [0.04082, 3.71198, -3.77973], [-0.71864, 5.25939, -1.78917], [-2.13792, 5.48307, -0.72346], [1.20117, 2.87611, 0.36307], [-0.38638, 2.29658, 2.77673], [3.75128, -1.95997, 2.62174], [-0.94855, 4.63742, 1.63172], [-0.99433, 5.38860, 0.83982], [-1.96613, 2.85005, 3.36520], [-3.48976, -3.28409, -0.59312], [0.10642, 4.47600, 1.90478], [2.41341, -0.08851, 1.20911], [2.85058, -0.02774, 2.64481], [3.37404, 2.69310, -1.72146], [-1.18277, -1.59270, -3.07287], [-2.21809, -5.44392, 0.35853], [-2.94279, 0.42644, -3.03314], [1.80974, 2.11179, 2.87156], [3.68449, 3.70470, -1.42669], [1.44535, 4.74329, -3.38404], [2.62747, 2.07363, 5.34143], [-2.04890, 3.48576, -1.61212]], "atomic_forces_ev_per_a": [[-0.095, 0.261, -0.070], [-0.124, 0.126, -0.153], [0.876, -0.896, 0.672], [0.125, 0.101, -0.151], [0.027, -0.162, 0.150], [-0.123, -0.089, -0.078], [-0.361, 0.275, -0.393], [-0.194, -0.122, 0.279], [-0.006, -0.110, 0.312], [0.517, -0.892, -0.118], [0.098, 0.254, 0.348], [-0.020, 0.335, 0.160], [0.137, 0.013, -0.258], [0.014, -0.227, -0.443], [-0.082, 0.254, 0.049], [0.117, -0.086, 0.148], [0.300, 0.088, 0.200], [-0.036, 0.086, -0.131], [-0.001, 0.207, -0.083], [0.010, 0.085, 0.217], [-0.575, -0.003, 0.302], [0.703, 1.621, 0.174], [0.556, -0.537, -0.863], [0.019, -0.106, 0.187], [-0.172, -0.053, -0.238], [0.076, 0.089, 0.120], [0.203, -0.252, -0.124], [-0.336, 0.103, -0.128], [-0.622, -0.738, -2.026], [-0.182, 0.110, 0.011], [-0.007, 0.214, 0.205], [0.082, -0.330, -0.235], [-0.218, -0.177, -0.109], [-0.125, -0.459, 0.258], [0.214, 0.012, 0.120], [0.019, -0.076, -0.169], [0.204, -0.051, -0.250], [0.415, 0.206, -0.100], [0.627, -0.424, -0.130], [-0.120, 0.231, 0.209], [-0.116, -0.333, 0.125], [0.077, -0.244, 0.218], [0.116, -0.119, -0.187], [0.179, 0.009, 0.110], [0.244, 0.440, 0.317], [-0.153, 0.170, 0.109], [0.067, -0.210, 0.107], [0.095, -0.012, -0.157], [0.264, 0.389, 0.065], [-0.105, 0.569, 0.406], [-0.247, -0.095, -0.040], [0.128, 0.180, 0.130], [0.062, 0.191, 0.486], [-0.078, 0.182, -0.148], [0.058, -0.172, -0.058], [-2.437, -0.180, 2.400], [0.038, 0.154, -0.103], [0.017, 0.054, -0.344], [0.169, -0.153, 0.184], [-0.210, -0.521, 0.427], [0.124, 0.232, 0.017], [-0.007, -0.175, -0.257], [-0.028, -0.050, -0.278], [-0.144, -0.172, -0.192], [0.651, 1.044, -0.250], [-0.217, -0.547, 0.009], [-0.372, 0.084, -0.014], [0.043, 0.260, -0.037], [-0.134, -0.122, 0.150], [0.300, 0.177, -0.604], [0.188, -0.057, -0.007], [-0.086, -0.157, 0.336], [0.101, 0.316, -0.385], [0.225, 0.026, 0.038], [-0.229, -0.113, 0.110], [0.076, -0.141, -0.295], [-0.214, 0.077, -0.410], [-0.352, 0.021, -0.079], [-0.058, 0.173, 0.264], [0.173, 0.264, 0.039], [0.080, -0.151, 0.174], [0.152, -0.089, -0.180], [-0.335, 0.065, -0.016], [-0.354, 0.058, -0.101], [-0.490, 0.248, -0.229], [0.003, 0.369, 0.711], [0.036, -0.011, -0.124], [0.129, 0.188, 0.173], [0.155, 0.086, -0.339], [0.033, -0.129, 0.177], [0.189, -0.076, -0.215], [0.044, -0.232, -0.043], [-0.117, -0.146, -0.128], [0.027, -0.209, -0.027], [0.299, -0.291, 0.090]], "mulliken_charge": [0.3843, 0.3187, 0.0083, -1.0771, -0.3315, -2.0925, 1.0458, -0.6989, 0.3679, -1.2988, -1.1526, -0.6272, 0.4345, -0.8289, 1.0805, 0.5514, -1.1448, -1.9128, 0.3799, 0.3169, 0.5080, 0.8558, 0.8990, 0.3373, -0.1056, 0.4672, 0.4136, 0.3008, 0.6962, 0.2572, 0.2715, -1.0014, 1.0260, -1.5721, 0.6139, -0.8292, 0.5120, 1.4561, 0.1533, -0.2779, 1.1375, -1.3852, 0.4927, 0.4786, 0.1332, 0.3509, 0.4310, -0.3058, -0.9807, -0.0367, -1.2919, 0.2009, -0.0489, 0.2364, -1.1323, -0.5317, -0.9823, 0.1735, 0.5558, -0.2884, 0.4897, 0.2298, 0.3702, 0.1805, -1.1263, 0.4608, 0.2729, 0.0255, 0.3650, 0.6777, 0.3219, -0.3762, -0.1956, 0.3233, 0.2536, 0.3899, -0.0356, 0.4160, 0.4334, -1.5707, 0.2768, 0.5710, -1.5938, 0.2352, 0.6806, -0.0593, -1.1448, 0.4856, 0.5631, 0.4121, -0.6370, 0.3921, 0.3410, 0.4304, 1.2298], "total_charge": 0, "orbital_gap_ha": [0.23682, 0.22359], "multiplicity": 5, "fmax_ev_per_a": 3.4}